Record 1
A molecular structure, C12H28NO5P2RhS at a distorted geometry, computed with the ωB97M-V functional and the def2-TZVPD basis.

Geometry as XYZ:
```
50
Properties=species:S:1:pos:R:3:forces:R:3:nbo_charge:R:1
C 0.40542 -2.53748 -2.86074 -1.5 1.6 0.6 -0.257
C 0.01140 -1.37155 -2.19047 0.1 -2.5 -1.7 0.149
N 0.80595 -0.73914 -1.32814 -1.0 2.8 1.3 -0.681
C 2.01728 -1.23747 -1.07312 1.9 -2.3 -0.4 0.145
C 2.49900 -2.37875 -1.73503 0.1 1.5 1.8 -0.258
C 1.67724 -3.05058 -2.63308 0.5 -1.4 -1.1 -0.389
C -1.37330 -0.85175 -2.53686 0.6 1.1 -0.1 -0.742
P -2.05442 0.49591 -1.53358 1.3 -0.4 -0.6 1.336
Rh 1.70219 2.32542 1.33338 0.1 1.9 0.1 0.799
P 2.39865 0.36086 1.37894 0.2 -4.9 -0.2 0.973
C 2.98107 -0.55564 -0.11860 0.2 0.3 0.0 -0.735
O -4.41746 -4.65719 0.77135 1.0 -0.4 -0.4 -0.940
O -0.74828 -2.69998 0.49728 0.2 -1.9 0.6 -0.943
H -0.30244 -3.00395 -3.54506 0.2 0.0 0.1 0.187
H 3.50488 -2.72660 -1.50422 -0.2 0.0 -0.1 0.193
H 2.01285 -3.95085 -3.14408 0.0 0.2 0.1 0.195
C -0.85320 1.81924 -1.46537 0.0 0.5 0.5 -0.998
C -3.56583 1.12427 -2.27391 -0.4 -0.1 0.1 -0.962
H 3.68669 -1.31475 0.25432 -0.1 0.2 -0.2 0.230
H 3.57104 0.18876 -0.67749 0.0 0.0 0.2 0.238
H -2.06167 -1.65161 -2.45631 -0.9 -0.9 0.0 0.252
H -1.38388 -0.50753 -3.58627 -0.1 0.2 0.3 0.247
C 3.72453 0.10430 2.59351 0.3 0.1 -0.1 -0.951
C 1.01166 -0.58750 2.07247 -0.2 -0.8 0.4 -1.007
H -2.39499 -0.04435 -0.27886 0.1 0.4 -0.1 0.019
H -1.61916 -2.84629 0.90841 0.4 0.0 -0.1 0.471
H -5.36027 -4.62032 0.71647 -0.9 0.1 0.0 0.468
H -4.16669 -5.32972 0.11542 -0.1 0.4 0.4 0.472
H 3.12536 2.07376 0.76882 2.6 0.0 -1.3 -0.308
H -0.25057 -3.55512 0.68580 -0.9 1.7 -0.5 0.483
H -0.58150 2.14712 -2.47983 -0.2 -0.3 0.2 0.262
H -1.23080 2.67412 -0.88773 0.0 -0.2 -0.2 0.281
H 0.04369 1.41084 -0.98012 -0.2 -0.1 -0.2 0.312
H -3.37700 1.48289 -3.29450 0.0 -0.1 0.3 0.262
H -4.32715 0.33482 -2.29408 0.1 0.2 -0.1 0.256
H -3.93404 1.95419 -1.65614 0.1 -0.2 -0.2 0.266
H 1.38016 -1.16097 2.92931 -0.3 -0.1 0.1 0.216
H 0.24801 0.12914 2.40443 0.2 -0.4 0.0 0.246
H 0.56004 -1.26876 1.34225 0.1 0.2 0.1 0.294
H 3.78657 -0.95282 2.86991 0.0 0.2 0.0 0.234
H 4.67546 0.43559 2.16241 -0.1 -0.1 0.2 0.247
H 3.50139 0.71210 3.47678 0.1 -0.2 0.0 0.236
C -0.83430 4.65464 3.22113 -0.1 0.0 -0.2 -0.880
S -0.57482 3.85769 1.64315 0.7 -1.2 0.0 2.333
O -1.44907 4.43413 0.65349 0.0 0.0 0.3 -0.954
O 0.91749 4.07961 1.32212 -3.2 3.0 0.5 -1.031
O -0.70607 2.37957 1.85431 -0.7 1.8 -0.1 -1.015
H -1.04521 5.71108 3.02888 0.1 -0.2 0.0 0.251
H 0.06171 4.53863 3.84021 -0.2 -0.1 -0.2 0.248
H -1.69763 4.17199 3.68902 0.2 0.1 -0.1 0.250
```
Forces are in eV/Å.

The energy above the lowest of the compared OMol25 structures with the same formula, charge and spin is 0.0 kJ/mol. The max |F| comes out at 4.88 eV Å⁻¹. Its multiplicity is 5. The total energy is -2096.16290 a.u. As for the lowest unoccupied orbital energy (spin up / spin down): 0.2368 / -1.3090 eV. Its orbital gap (spin up / spin down) is 3.059 / 6.199 eV.

***

Record 2
A molecular structure, C12H29BrCl3IO3Si3 at a distorted geometry, computed with the ωB97M-V functional and the def2-TZVPD basis.

Geometry as XYZ:
```
52
Properties=species:S:1:pos:R:3:forces:R:3:nbo_charge:R:1
C -1.49752 -2.62964 2.65666 0.2 0.4 0.3 -0.625
C -2.44862 -1.46870 2.40264 0.9 -0.2 -0.2 -0.215
Br -3.42328 -1.15192 4.05721 -0.3 0.0 -0.1 -0.007
C -1.64064 -0.22352 1.97310 -0.8 -0.1 0.1 -0.989
Si -2.51656 0.76106 0.64217 -0.6 0.6 0.2 1.791
I -4.54073 1.71912 1.71369 0.2 -0.1 -0.2 -0.246
C -3.19226 -0.24347 -0.79599 0.6 -0.2 0.0 -0.973
C -2.28808 -1.34472 -1.36482 -0.1 -0.2 0.4 -0.054
O -1.00441 -1.38520 -0.73454 0.1 0.2 -0.5 -0.906
Si 0.26705 -1.97922 -1.66161 0.7 -0.1 0.2 1.887
C 1.80625 -1.72145 -0.60744 -0.9 -0.2 0.0 -1.138
C 0.50391 -1.07754 -3.30259 -0.2 -0.4 0.6 -1.138
C 0.06109 -3.80800 -2.03591 -0.1 0.8 0.0 -1.139
O -1.68192 2.11165 0.13457 0.7 -1.0 0.3 -1.261
Si -0.03134 2.06764 -0.11581 0.1 0.5 -0.6 1.451
C 0.73348 3.76267 0.09410 -0.3 0.0 0.5 -0.898
C 1.09499 4.11772 1.54492 0.2 -0.4 -0.3 -0.417
C -0.00601 3.87907 2.54773 0.0 0.4 0.3 -0.063
O -1.22754 4.52402 2.24981 -0.1 0.3 -0.3 -0.714
H -1.12087 -3.02296 1.71875 0.0 -0.1 -0.2 0.216
H -0.64526 -2.24360 3.20645 0.2 0.0 0.2 0.207
H -1.94356 -3.40088 3.26919 -0.2 -0.3 -0.1 0.224
H -3.12253 -1.77146 1.61234 -0.7 0.0 0.2 0.204
H -0.68623 -0.59795 1.64223 0.4 0.1 -0.3 0.262
H -1.49186 0.39198 2.85174 0.2 0.3 0.1 0.260
H -3.42683 0.46063 -1.58548 -0.2 0.3 -0.1 0.256
H -4.12461 -0.69002 -0.47106 -0.3 0.1 0.1 0.256
H -2.16446 -1.24213 -2.44098 -0.1 0.2 -0.2 0.174
H -2.78070 -2.30094 -1.20709 0.0 -0.3 0.0 0.175
H 1.51114 -1.28360 0.33953 0.0 0.3 0.2 0.242
H 2.48794 -1.05290 -1.11164 0.4 0.1 0.0 0.240
H 2.26995 -2.66895 -0.36423 0.3 -0.2 -0.1 0.240
H 1.27846 -0.33689 -3.17525 0.2 0.4 0.0 0.242
H 0.84809 -1.79986 -4.03558 0.0 -0.1 -0.2 0.240
H -0.39413 -0.60329 -3.67073 -0.2 0.2 -0.2 0.237
H -0.71998 -3.96332 -2.77160 -0.3 -0.2 -0.1 0.235
H 0.99455 -4.13208 -2.48049 0.3 -0.2 -0.1 0.240
H -0.13726 -4.37451 -1.13593 -0.1 -0.3 0.2 0.239
H 0.69321 1.13108 0.76205 -0.1 -0.1 0.2 -0.215
H 0.19144 1.62824 -1.50768 0.0 -0.1 -0.1 -0.218
H 0.06574 4.52166 -0.31368 -0.1 0.1 -0.2 0.227
H 1.63756 3.81428 -0.50396 0.2 -0.1 -0.3 0.247
H 1.93116 3.48785 1.84164 0.2 -0.1 0.1 0.209
H 1.45253 5.13925 1.60338 0.0 0.3 0.0 0.208
H -0.17205 2.81341 2.71602 -0.1 -0.3 -0.2 0.153
H 0.33064 4.27760 3.50169 0.0 0.0 0.2 0.181
H -1.28126 4.72439 1.30512 0.0 -0.3 0.3 0.467
C 6.01469 -0.52178 -1.77999 -0.1 -0.1 0.0 -0.285
Cl 5.88044 -2.05983 -0.92804 0.0 0.0 0.0 0.023
Cl 5.81870 -0.74898 -3.51801 0.0 0.0 0.0 0.022
Cl 4.83456 0.63778 -1.16567 0.0 0.1 0.0 0.016
H 7.00292 -0.12181 -1.60093 0.0 0.0 0.0 0.229
```
Forces are in eV/Å.

The max |F| comes out at 1.27 eV Å⁻¹. The total energy is -5821.31302 a.u. As for the lowest unoccupied orbital energy: 0.3741 eV. Its orbital gap is 9.323 eV.

***

Record 3
2 unconnected molecules or ions with the total composition C12H29N at a distorted geometry, computed with the ωB97M-V functional and the def2-TZVPD basis.

Geometry as XYZ:
```
42
Properties=species:S:1:pos:R:3:forces:R:3:nbo_charge:R:1
C 0.09617 0.32271 -1.50069 -4.7 -4.0 6.2 -0.590
C -0.73783 -0.99329 -1.90869 -2.9 4.1 1.6 -0.206
N -1.52683 -0.74429 -3.09269 -1.4 0.8 -2.1 -0.453
C -0.81683 -0.76629 -4.40269 0.1 -4.3 4.4 -0.200
C 0.17317 -1.97129 -4.56369 -1.9 1.2 -1.4 -0.658
C -2.70383 -1.62829 -3.20469 -0.2 1.6 -0.4 -0.231
C -4.01483 -1.03429 -2.65469 2.4 1.7 1.9 -0.606
H 0.79617 0.51471 -2.10269 5.5 1.5 -5.0 0.185
H 0.56517 0.21971 -0.47169 -0.2 -0.5 -1.1 0.200
H -0.46983 1.19571 -1.28869 -1.3 0.6 -0.6 0.216
H -1.49883 -1.29529 -1.11769 1.0 0.8 -0.5 0.187
H -0.28383 -1.86629 -2.09469 3.1 -3.0 -0.1 0.168
H -0.33283 0.07171 -4.52169 3.3 4.6 -0.2 0.175
H -1.57383 -0.62229 -5.05769 -2.3 -0.7 -2.6 0.194
H -0.39383 -2.93929 -4.36269 1.1 0.9 -1.3 0.214
H 0.96217 -1.92329 -3.86669 0.8 0.2 1.2 0.204
H 0.67517 -1.63029 -5.51769 -0.6 -1.8 0.3 0.225
H -2.37183 -2.52729 -2.80169 -0.3 -2.0 1.9 0.169
H -2.93083 -2.03029 -4.16969 0.4 0.7 -1.5 0.187
H -3.74483 -0.99929 -1.52269 -1.2 0.7 -1.6 0.198
H -4.76183 -1.75829 -2.76269 -1.5 -0.9 -0.2 0.202
H -4.32583 0.00571 -3.11469 0.9 -2.2 1.0 0.220
C -0.59683 -0.79729 2.31231 -0.5 0.1 -0.7 -0.599
C 0.62317 0.14371 2.49631 -3.7 0.5 -0.2 -0.415
C 1.07417 0.25171 3.93031 2.1 -0.4 0.9 -0.402
C 2.38217 1.10671 4.11331 -0.8 0.6 1.1 -0.386
C 2.12217 2.55671 3.70131 -2.9 2.1 3.5 -0.398
C 3.39317 3.32671 3.55331 -1.5 3.9 -1.7 -0.596
H -1.50183 -0.45929 2.75731 -0.6 0.6 1.1 0.198
H -0.42283 -1.76829 2.69331 0.3 -1.2 0.5 0.195
H -0.98683 -0.94629 1.28331 1.0 0.3 0.1 0.207
H 0.08617 1.11671 2.13831 2.1 -1.2 0.2 0.208
H 1.31617 -0.35329 1.88431 1.6 0.4 -1.2 0.207
H 1.32217 -0.74929 4.42331 -0.9 1.1 -0.8 0.204
H 0.30417 0.78371 4.44431 -0.7 0.0 0.9 0.201
H 3.13317 0.73571 3.43931 0.6 -0.5 -0.2 0.189
H 2.82217 1.11971 5.21231 -1.0 -0.3 -2.2 0.207
H 1.41017 3.08571 4.53231 1.5 -1.3 -1.4 0.172
H 1.45817 2.68071 2.84131 0.6 -0.4 -0.3 0.209
H 3.76217 2.76271 2.77231 1.7 -0.2 -2.5 0.198
H 4.13817 3.24871 4.24931 1.4 -0.5 2.6 0.203
H 3.38117 4.55371 3.32331 -0.4 -3.5 0.2 0.197
```
Forces are in eV/Å.

The energy above the lowest of the compared OMol25 structures with the same formula, charge and spin is 0.0 kJ/mol. The max |F| comes out at 8.75 eV Å⁻¹. The total energy is -529.17334 a.u. As for the lowest unoccupied orbital energy: 1.0142 eV. Its orbital gap is 9.051 eV.

***

Record 4
3 unconnected molecules or ions with the total composition C12H29N4O9S2 at a distorted geometry, computed with the ωB97M-V functional and the def2-TZVPD basis.

Geometry as XYZ:
```
56
Properties=species:S:1:pos:R:3:forces:R:3:nbo_charge:R:1
C 3.22523 -0.78588 -0.33190 -0.1 -0.6 0.9 -0.273
O 2.66448 0.21542 -1.17793 1.0 0.1 0.1 -0.487
C 3.53335 1.25297 -1.42035 -0.4 -0.5 -1.7 0.110
N 3.45798 2.37336 -0.40906 0.3 0.2 0.3 -0.382
C 3.55418 3.79321 -0.91164 0.7 1.6 0.8 -0.243
C 2.54410 4.66462 -0.07903 -0.3 -1.0 -0.9 -0.402
C 1.47794 3.63675 0.54950 2.3 1.4 -2.5 -0.228
C 0.33296 3.71225 -0.49623 -0.7 -0.8 1.5 -0.435
C -0.71468 2.56969 -0.47544 -0.9 -0.2 -1.0 0.410
N -1.52226 2.55391 0.74612 0.1 0.1 -0.2 -0.860
N -0.12492 1.27044 -0.82300 0.4 0.4 0.1 -0.873
N -1.67643 2.83314 -1.58224 0.9 0.2 0.5 -0.824
C 2.39474 2.38295 0.64077 -1.0 0.7 2.6 -0.229
H 2.86373 -0.65103 0.70095 0.1 -0.1 -0.3 0.179
H 4.32525 -0.77924 -0.29878 -0.2 0.2 -0.2 0.183
H 2.92343 -1.78590 -0.66257 -0.1 0.4 -0.1 0.216
H 3.31351 1.67017 -2.41100 -0.3 0.1 0.4 0.212
H 4.57817 0.90982 -1.46394 -0.2 0.2 0.3 0.191
H 4.31370 2.27392 0.12421 0.0 -0.2 0.1 0.433
H 3.50948 3.89486 -2.00022 -0.6 -0.5 0.2 0.241
H 4.55465 4.16839 -0.65542 -0.1 -0.4 -0.2 0.231
H 2.05300 5.27474 -0.84297 0.0 0.3 0.6 0.238
H 3.03649 5.29454 0.66683 0.0 -0.2 -0.2 0.232
H 1.32632 4.06262 1.54230 -0.8 -0.6 -0.1 0.257
H 0.70701 3.83102 -1.52394 0.2 -0.4 0.3 0.203
H -0.22341 4.63641 -0.27349 0.2 -0.2 0.0 0.238
H -2.45937 2.33829 0.41925 -0.2 0.1 0.2 0.389
H -1.28843 1.75517 1.32224 0.2 0.1 0.2 0.355
H 0.05875 0.75500 0.02810 0.1 -0.1 0.0 0.345
H -0.81082 0.71611 -1.32429 -0.2 0.1 0.0 0.389
H -1.90660 3.82114 -1.50836 -0.4 0.0 -0.2 0.361
H -1.11070 2.75397 -2.42351 -0.3 0.0 -0.3 0.356
H 2.97621 2.58508 1.55966 -0.2 -0.1 -0.3 0.216
H 1.87631 1.45831 0.89175 0.3 -0.2 -1.0 0.251
C -2.02278 -3.98540 -2.02826 -0.1 -0.2 -0.5 -0.102
C -1.26497 -2.73534 -2.43406 0.4 -0.2 0.3 -0.102
O -2.21353 -1.67250 -2.29160 -0.4 -0.2 0.2 -0.684
S -3.21772 -2.01273 -1.07276 -0.2 -0.3 -0.4 2.527
O -2.74927 -1.33434 0.09674 -0.3 -0.2 -0.3 -0.921
O -4.55427 -1.90009 -1.54462 0.7 0.2 0.4 -0.858
O -2.84793 -3.57903 -0.92804 0.2 0.8 0.1 -0.687
H -2.67220 -4.33447 -2.83314 0.0 0.0 0.0 0.207
H -1.35942 -4.79118 -1.72264 -0.1 0.0 0.2 0.218
H -0.90010 -2.78262 -3.45669 -0.2 0.2 0.0 0.223
H -0.42856 -2.54097 -1.75666 0.0 0.0 0.0 0.180
C -2.95461 -3.26522 2.83708 0.3 0.4 0.1 -0.102
C -1.94687 -4.22006 2.23058 -0.3 -0.1 -0.4 -0.101
O -1.73607 -5.21488 3.23455 -0.3 0.2 0.5 -0.685
S -3.10644 -5.42757 4.06922 -0.1 0.0 0.0 2.523
O -3.79182 -6.55879 3.53687 0.2 0.5 0.4 -0.884
O -2.80936 -5.29526 5.45634 -0.1 -0.2 -0.6 -0.882
O -3.86520 -4.09282 3.56327 0.3 -0.6 -0.1 -0.677
H -2.47595 -2.58230 3.54337 0.0 0.0 0.0 0.186
H -3.48442 -2.69050 2.08312 -0.2 -0.1 0.1 0.223
H -1.00931 -3.73001 1.97769 0.1 -0.1 0.2 0.199
H -2.35258 -4.71015 1.34328 0.0 0.1 0.0 0.196
```
Forces are in eV/Å.

The max |F| comes out at 3.71 eV Å⁻¹. The net charge is +1. The total energy is -2166.85006 a.u. As for the lowest unoccupied orbital energy: -3.2132 eV. Its orbital gap is 8.950 eV.

***

Record 5
A molecular structure, C12H2Cl7O3Pd, computed with the ωB97M-V functional and the def2-TZVPD basis.

Geometry as XYZ:
```
25
Properties=species:S:1:pos:R:3:forces:R:3:nbo_charge:R:1
Pd -0.37152 0.31624 0.15805 -0.1 0.1 0.2 0.772
Cl 1.84075 1.51688 -6.98999 0.0 0.0 0.0 -0.043
C 1.11540 1.48588 -5.40125 0.0 0.0 0.0 -0.085
C 1.56050 0.57557 -4.46177 0.0 0.0 0.0 -0.245
C 0.97831 0.55966 -3.20860 -0.1 0.1 0.0 -0.118
Cl 1.55690 -0.59794 -2.04704 0.1 0.0 0.0 -0.016
C -0.06866 1.43442 -2.80774 0.0 0.0 0.0 0.331
O -0.62538 1.44611 -1.65564 0.0 -0.1 0.0 -0.807
C -0.46523 2.33663 -3.83300 0.0 0.0 0.0 -0.106
Cl -1.74133 3.45661 -3.46164 0.0 0.0 0.0 -0.014
C 0.09851 2.37267 -5.09167 0.0 0.0 0.0 -0.246
H 2.35401 -0.12006 -4.69520 0.0 0.0 0.0 0.229
H -0.25520 3.08712 -5.82133 0.0 0.0 0.0 0.228
Cl -2.06200 -3.13465 5.99323 0.0 0.0 0.0 0.033
C -1.32935 -2.06480 4.85701 -0.1 0.0 -0.1 -0.077
C -0.32682 -1.15708 5.30241 0.1 0.1 0.0 -0.089
Cl 0.12591 -1.15112 6.96586 0.0 0.0 0.0 0.035
C 0.27458 -0.29481 4.42184 0.0 0.0 0.1 -0.138
Cl 1.49043 0.81258 4.93016 0.0 0.0 0.0 0.035
C -0.08521 -0.27859 3.03817 0.0 0.0 0.0 0.308
O 0.44669 0.49444 2.20643 0.0 0.0 -0.2 -0.610
C -1.12046 -1.21277 2.57908 0.0 0.0 0.0 0.380
O -1.44630 -1.21091 1.36893 0.1 0.1 -0.1 -0.626
C -1.71179 -2.09132 3.54050 0.0 0.0 0.1 -0.164
Cl -2.92047 -3.17730 2.97260 0.0 0.0 0.0 0.035
```
Forces are in eV/Å.

The max |F| comes out at 0.23 eV Å⁻¹. Its multiplicity is 3. The net charge is -1. The total energy is -4033.52229 a.u. As for the lowest unoccupied orbital energy (spin up / spin down): 2.3733 / 0.8283 eV. Its orbital gap (spin up / spin down) is 7.271 / 5.874 eV.

***

The lowest max |F| belongs to which entry? C12H2Cl7O3Pd